Entry 1:
The following is a DFT calculation (ωB97M-V/def2-TZVPD) of a molecular structure, C33H21Br2CaCl5N4O.

```
67
Properties=species:S:1:pos:R:3:forces:R:3:nbo_charge:R:1
Ca 0.338065 -0.612531 -0.682553 -0.135 0.139 -0.076 1.76
C -1.044685 -3.801462 -0.931031 -0.077 0.004 -0.081 -0.64
C -0.669376 -3.204180 0.391380 0.035 0.042 0.201 0.07
C 0.036615 -3.953135 1.380567 0.022 -0.023 -0.144 -0.20
C 0.406933 -3.415261 2.563945 0.062 -0.003 0.038 -0.23
C 0.125821 -2.002073 2.860501 0.137 0.051 0.142 -0.23
C -0.843462 -1.452662 1.916653 -0.081 0.072 -0.244 -0.04
N -1.057819 -1.972607 0.686037 -0.246 0.227 0.374 -0.53
C -0.923134 0.011987 2.148251 -0.018 0.222 -0.027 0.12
C -2.178909 0.687766 2.509833 0.023 -0.154 0.054 -0.16
C -2.540459 1.840344 1.939057 0.114 0.119 -0.154 -0.24
C -1.661526 2.500738 0.984928 -0.119 0.008 0.037 -0.21
C -0.428732 2.045054 0.737735 0.185 -0.226 0.105 0.10
N 0.013290 0.795978 1.282908 -0.024 0.022 0.108 -0.55
C 0.461901 2.632608 -0.297791 -0.180 -0.150 0.185 0.26
C 0.597961 4.002117 -0.427396 0.078 0.079 -0.078 -0.27
C 1.397629 4.485398 -1.456173 -0.032 0.018 0.048 -0.14
C 2.031072 3.594261 -2.295942 0.037 -0.102 -0.016 -0.25
C 1.859969 2.223431 -2.095482 -0.013 0.037 0.018 0.25
C 2.537075 1.228863 -2.987753 0.075 -0.033 -0.124 -0.66
N 1.085545 1.763219 -1.113635 -0.065 -0.024 0.119 -0.55
H -1.793332 -4.590612 -0.811647 0.017 -0.021 0.005 0.21
H -0.185058 -4.229221 -1.450116 0.027 -0.012 0.028 0.23
H -1.483857 -3.038570 -1.576490 -0.009 0.002 0.008 0.21
H 0.280021 -4.988983 1.172128 -0.016 -0.002 -0.021 0.21
H 0.928384 -4.024505 3.289383 0.012 0.025 0.035 0.22
H -0.116136 -1.807178 3.913819 -0.066 -0.058 -0.007 0.20
H -2.842396 0.154469 3.177983 0.016 -0.005 0.014 0.23
H -3.502023 2.285900 2.152845 -0.014 -0.004 0.010 0.22
H -2.019395 3.365341 0.440307 -0.016 -0.013 -0.001 0.22
H 0.110639 4.667181 0.270942 -0.011 -0.008 0.012 0.23
H 1.530875 5.551047 -1.589782 -0.002 0.006 0.010 0.22
H 2.668401 3.933343 -3.101316 -0.009 0.034 0.002 0.23
H 2.200404 1.358148 -4.018686 0.011 -0.007 0.007 0.23
H 2.342800 0.198485 -2.693175 -0.047 0.022 0.058 0.24
H 3.617294 1.384237 -2.976157 -0.010 0.021 -0.012 0.23
C -2.497094 1.150805 -2.205181 -0.057 0.054 0.034 -0.64
C -1.923685 0.180698 -3.196359 -0.129 0.068 0.053 0.26
C -2.494267 0.046008 -4.479475 0.031 0.010 0.089 -0.27
C -1.968576 -0.857984 -5.350950 0.025 -0.029 -0.028 -0.10
C -0.858349 -1.645141 -4.973311 -0.038 -0.073 -0.181 -0.12
C -0.278698 -2.644455 -5.798770 -0.035 0.140 0.174 -0.11
Br -0.957425 -2.970003 -7.534276 -0.029 -0.024 -0.098 0.05
C 0.764869 -3.389349 -5.341778 0.106 -0.033 0.132 -0.22
C 1.300160 -3.163347 -4.061116 -0.042 0.030 -0.305 -0.21
Br 2.734948 -4.237154 -3.483440 0.073 -0.038 0.044 0.07
C 0.834200 -2.173123 -3.209796 -0.155 0.081 0.135 0.40
O 1.341712 -1.926262 -2.048622 0.161 -0.165 -0.470 -0.90
C -0.318678 -1.426356 -3.689484 0.003 -0.008 0.083 0.09
N -0.881346 -0.522754 -2.820595 0.337 -0.273 -0.335 -0.55
H -3.515870 1.429785 -2.471001 0.007 0.008 -0.004 0.22
H -1.896651 2.063691 -2.170257 0.018 -0.009 -0.004 0.22
H -2.516551 0.721981 -1.201678 0.023 -0.028 -0.010 0.23
H -3.351534 0.647945 -4.747266 -0.003 0.008 -0.004 0.22
H -2.399237 -0.990162 -6.334204 0.003 -0.010 0.002 0.23
H 1.198687 -4.162005 -5.961074 -0.010 -0.005 0.000 0.24
Cl 2.307558 -1.119954 1.205211 -0.006 0.105 0.298 -0.06
C 1.373354 -0.799654 2.736322 0.036 -0.142 -0.168 -0.07
C 0.473395 0.465175 2.646891 0.060 0.067 -0.051 0.13
C 0.724047 1.483845 3.695569 -0.098 -0.043 -0.173 -0.08
Cl 0.122120 3.088910 3.507611 -0.010 0.017 0.012 0.04
C 1.448692 1.200319 4.790101 0.196 -0.188 0.181 -0.08
Cl 1.656838 2.369292 6.037135 -0.008 0.006 -0.022 0.06
C 2.178309 -0.060739 4.934638 -0.100 0.214 0.064 -0.11
Cl 2.963070 -0.397716 6.428768 0.006 -0.019 -0.026 0.06
C 2.268676 -0.897381 3.891333 -0.034 -0.046 -0.109 -0.06
Cl 3.249437 -2.309752 3.961878 0.008 0.019 0.052 0.06
```
Positions in Å, forces in eV/Å.

Computed properties:
Largest force on an atom in hartree/bohr: 0.011
Energy in eV: -263707.02408
Relative energy (zero: lowest compared OMol25 entry of this formula, charge and spin) in kcal per mole: 83.8
Net charge: 0

=====

Entry 2:
The following is a DFT calculation (ωB97M-V/def2-TZVPD) of a molecular structure, C18H57N9O6P3Y in a non-equilibrium geometry.

```
94
Properties=species:S:1:pos:R:3:forces:R:3:mulliken_charge:R:1
Y -0.072078 0.236679 0.869812 -0.845 0.916 1.534 1.95
O -2.209238 -0.137121 1.408952 -0.274 0.008 -0.342 -0.89
H -3.170638 -0.284851 1.317312 1.184 0.150 0.087 0.05
O 1.712712 0.138769 -0.337798 0.984 0.047 -0.581 -0.82
H 2.472722 0.102649 -0.950658 -0.917 0.075 0.803 0.06
O 0.420792 1.162989 2.818392 -0.079 -0.036 0.270 -0.86
H 0.254092 1.166469 3.781062 0.068 -0.065 -1.154 0.04
O 0.642342 -1.678131 1.918592 1.459 -2.139 1.232 -0.29
P 1.565322 -2.549521 2.747232 1.551 0.142 1.770 0.12
N 2.865352 -1.633841 3.488292 0.962 -0.305 -0.515 0.28
C 4.053232 -2.296211 4.150802 -1.258 -0.732 -0.448 -0.96
C 3.307102 -0.294271 3.041822 -0.529 0.529 -1.121 -0.94
N 2.461442 -3.872161 2.001862 -1.105 0.161 1.844 0.13
C 1.766442 -5.137631 1.688602 -0.443 0.657 -0.247 -0.71
C 3.397462 -3.565101 0.935902 -0.377 0.587 -0.232 -0.69
N 0.753402 -3.268041 4.115462 0.600 -0.403 -2.326 0.29
C -0.376458 -2.581291 4.702292 -0.389 0.543 -0.472 -0.94
C 1.421382 -4.189651 5.016262 0.543 0.076 -0.525 -1.34
H 4.708492 -2.783711 3.428942 0.041 -0.008 -0.292 0.31
H 3.725942 -3.082101 4.831512 0.058 0.158 0.038 0.22
H 4.683352 -1.591651 4.693602 -0.525 0.263 0.017 0.46
H 3.093612 -0.077001 1.995252 -1.159 -0.027 0.009 0.10
H 4.379042 -0.135841 2.923672 0.471 -0.776 0.911 0.45
H 2.905272 0.494509 3.677792 -0.084 -0.062 -0.201 0.27
H 2.418372 -5.889171 1.243332 0.515 0.212 0.331 0.45
H 1.293772 -5.587671 2.561612 -0.178 0.261 -0.119 0.32
H 1.057832 -4.926621 0.887702 -0.602 -0.270 0.080 -0.03
H 2.795812 -3.148091 0.128302 0.510 -0.002 -0.614 0.02
H 4.179572 -2.849711 1.190112 -0.194 0.088 0.302 0.23
H 3.875922 -4.499691 0.643122 0.012 0.140 -0.131 0.48
H -1.156378 -2.411851 3.959932 0.103 0.226 -0.086 0.22
H -0.834868 -3.194271 5.478322 0.260 -0.062 0.073 0.39
H -0.063918 -1.620051 5.110252 -0.194 0.139 0.239 0.29
H 1.924512 -3.636151 5.809092 0.162 -0.137 0.245 0.37
H 2.140852 -4.778051 4.446812 0.243 0.124 0.181 0.44
H 0.749952 -4.916341 5.473662 -0.397 0.200 -0.086 0.34
O -0.882848 -0.672271 -1.104238 -0.772 0.075 -1.621 0.46
P -1.125178 -1.342361 -2.408748 0.161 -1.166 -1.207 -0.38
N -2.775128 -1.438981 -2.863678 1.162 -0.984 2.181 0.54
C -3.191178 -2.095531 -4.051408 0.923 -0.360 -0.878 -1.29
C -3.818818 -0.597221 -2.291788 1.703 0.492 1.139 -0.94
N -0.515928 -2.976391 -2.396708 -2.315 1.318 -0.329 0.13
C -1.265588 -3.991391 -1.673438 -1.414 0.161 -1.017 -0.93
C 0.868412 -3.187441 -2.239768 1.221 1.310 0.147 -1.08
N -0.367188 -0.620461 -3.770958 0.109 0.905 1.031 0.37
C -0.191318 -1.307801 -5.059148 -0.105 -0.049 1.211 -0.84
C 0.465022 0.597659 -3.633348 -0.064 -0.418 0.730 -0.48
H -2.472318 -2.874811 -4.304518 -0.169 -0.310 0.062 0.43
H -3.127118 -1.389611 -4.879458 -0.686 0.059 -0.432 0.32
H -4.180388 -2.540821 -3.945168 -0.019 0.125 -0.073 0.34
H -4.789858 -1.090451 -2.248178 -0.035 0.249 -0.828 0.37
H -3.663388 0.363589 -2.782498 -1.428 0.207 -0.196 0.37
H -3.604438 -0.406391 -1.240258 0.327 0.020 0.158 0.07
H -2.267058 -3.588111 -1.523358 -0.059 -0.178 0.475 0.37
H -1.416658 -4.833261 -2.349118 0.152 -0.374 0.044 0.37
H -0.845878 -4.375101 -0.743548 0.253 0.496 0.117 0.06
H 1.126932 -2.996321 -1.198258 0.342 -0.508 0.310 0.08
H 1.156932 -4.179361 -2.587548 0.147 0.035 0.038 0.39
H 1.403892 -2.390831 -2.756258 0.311 -0.228 -0.393 0.27
H 0.218042 -0.634371 -5.812158 -0.365 0.214 0.106 0.36
H 0.573072 -2.070161 -4.908738 -0.298 -0.600 -0.452 0.29
H -1.187278 -1.659861 -5.327878 0.693 -0.437 -0.604 0.22
H 0.053142 1.317399 -2.925938 -0.201 -0.206 0.030 -0.31
H 0.559832 1.089709 -4.601338 -0.074 -0.109 -0.013 0.43
H 1.450742 0.359399 -3.233748 0.237 0.003 -0.164 0.17
O -0.534508 2.495199 0.155152 0.664 -1.683 0.174 0.53
P -0.929278 3.861929 -0.137388 -0.249 3.050 -1.621 -1.04
N -1.263828 4.903479 1.201512 -0.582 -0.691 -1.917 0.06
C -0.083668 5.327479 1.978362 -0.829 -0.331 -0.663 -0.84
C -2.383238 4.388009 2.038162 0.330 -0.258 -1.306 -0.89
N -2.231778 3.881019 -1.199538 -1.117 -0.030 0.554 0.36
C -2.983638 5.110329 -1.440768 -0.169 -0.087 1.544 -1.32
C -2.341548 2.881419 -2.293188 -0.016 0.470 0.792 -1.02
N 0.198582 4.673219 -1.104048 1.649 1.009 -0.223 0.52
C 0.124182 6.158649 -1.375968 0.754 -0.749 1.470 -1.42
C 1.507882 4.104169 -1.643458 -1.646 0.318 0.833 -0.89
H -0.443618 6.117929 2.636932 0.278 -0.157 0.290 0.37
H 0.636492 5.763009 1.285712 0.173 -0.172 0.190 0.26
H 0.298312 4.444709 2.491122 0.447 0.292 0.397 0.22
H -2.658808 5.110959 2.805962 0.509 -0.385 0.365 0.41
H -2.104448 3.363649 2.285232 -0.283 0.062 1.197 0.22
H -3.285458 4.282939 1.435612 0.024 0.102 -0.319 0.29
H -4.056838 4.919709 -1.444348 -0.116 -0.364 -1.155 0.46
H -3.018358 5.702979 -0.526628 0.850 0.276 0.088 0.43
H -2.587658 5.729419 -2.245778 -0.307 -0.096 -0.251 0.32
H -3.156848 3.212259 -2.936558 -0.026 -0.078 0.038 0.53
H -1.450058 2.809139 -2.916188 0.211 0.133 0.055 0.28
H -2.583698 1.892469 -1.904018 0.154 0.077 0.109 0.16
H 1.032532 6.577509 -0.942878 0.329 0.130 0.050 0.53
H 0.161912 6.512749 -2.406158 -0.507 -0.661 -0.294 0.34
H -0.644988 6.668339 -0.795708 -0.423 -0.393 -0.330 0.39
H 2.273222 4.880069 -1.625378 -0.058 0.083 0.030 0.34
H 1.318752 3.803689 -2.674008 0.292 -0.156 -0.041 0.26
H 1.859372 3.268889 -1.037758 -0.249 -0.130 -0.103 0.20
```
Positions in Å, forces in eV/Å.

Computed properties:
Largest force on an atom in hartree/bohr: 0.067
Energy in eV: -74202.63822
Relative energy (zero: lowest compared OMol25 entry of this formula, charge and spin) in kcal per mole: 92.1
Net charge: 0

=====

Entry 3:
The following is a DFT calculation (ωB97M-V/def2-TZVPD) of a molecular structure, C38H38F5N3P2RhSeSi2.

```
90
Properties=species:S:1:pos:R:3:forces:R:3:mulliken_charge:R:1
Rh 1.043830 -0.040896 -0.722164 0.167 -0.615 -0.437 -0.29
C -1.397348 -2.024359 -3.421833 -0.005 0.076 0.011 -1.01
Si -0.931389 -2.761363 -1.774226 0.053 -0.022 -0.080 -0.06
C -2.375067 -3.831443 -1.192946 -0.002 0.036 0.036 -1.16
C 0.512115 -3.933725 -1.983202 0.003 0.063 0.018 -0.96
N -0.608905 -1.482763 -0.661115 -0.416 -0.101 0.011 0.43
P -0.487813 -1.431607 0.936854 0.404 0.300 0.508 2.25
C 0.284172 0.042655 1.289862 0.028 0.099 0.204 -2.21
P -0.468117 1.478564 0.839323 -0.188 -0.130 -0.116 2.37
N -0.320976 1.492635 -0.786348 0.194 0.313 0.109 0.57
Si -0.159082 2.749915 -1.990160 -0.124 -0.072 -0.088 0.34
C -0.061137 1.962324 -3.683284 -0.012 -0.038 0.054 -0.95
C 1.253756 3.960680 -1.790826 -0.004 -0.023 -0.003 -0.66
C -1.719517 3.829088 -1.951729 0.059 -0.065 0.110 -1.34
C -2.202784 1.707324 1.337679 0.054 -0.002 0.006 0.33
C -3.240460 1.618797 0.420507 0.013 -0.063 -0.035 -0.53
C -4.558743 1.724985 0.843662 0.000 0.009 -0.024 -1.02
C -4.842334 1.890094 2.189657 -0.005 0.002 0.010 -0.56
C -3.808489 1.943181 3.116991 -0.042 -0.004 0.013 -0.72
C -2.494433 1.858754 2.692748 0.031 0.034 -0.038 -0.73
C 0.337727 2.897169 1.632780 -0.010 -0.052 0.091 0.33
C -0.165796 4.184973 1.466401 -0.029 -0.011 0.030 -0.47
C 0.464618 5.263544 2.061136 0.017 0.021 0.011 -0.59
C 1.603105 5.058719 2.832584 -0.006 0.036 0.006 -0.60
C 2.099512 3.777865 3.013295 0.012 -0.022 -0.002 -0.74
C 1.463419 2.694417 2.420846 0.052 0.017 -0.084 -0.41
C 0.585914 -2.807177 1.474397 -0.100 0.067 0.009 0.28
C 1.965252 -2.634103 1.431764 0.091 0.089 -0.039 -0.53
C 2.812064 -3.713839 1.632979 0.005 0.007 0.001 -0.76
C 2.286756 -4.970484 1.902491 0.053 0.004 -0.008 -0.61
C 0.912580 -5.144846 1.972635 -0.032 -0.006 0.001 -0.70
C 0.066692 -4.067055 1.754373 -0.075 -0.022 0.005 -0.32
C -1.958902 -1.657194 1.983977 -0.145 -0.108 -0.295 0.61
C -1.785490 -1.797914 3.359525 -0.012 -0.006 -0.016 -0.79
C -2.886747 -1.852491 4.197539 -0.001 -0.012 0.022 -0.81
C -4.169103 -1.768600 3.668470 -0.010 0.002 0.005 -0.59
C -4.346404 -1.618209 2.301731 -0.028 -0.005 0.033 -1.06
C -3.242649 -1.559190 1.463191 0.038 0.020 -0.031 -0.23
H -1.540119 -2.810610 -4.164985 -0.033 -0.053 -0.050 0.38
H -0.607961 -1.364591 -3.781947 0.030 -0.010 0.000 0.20
H -2.323458 -1.450964 -3.343382 -0.034 0.029 -0.005 0.29
H -2.719706 -4.435317 -2.035707 -0.005 -0.055 -0.034 0.43
H -3.228734 -3.259090 -0.826882 0.006 0.005 -0.035 0.31
H -2.065819 -4.520270 -0.403963 -0.008 -0.002 0.050 0.29
H 0.261455 -4.709331 -2.710368 -0.006 -0.048 -0.048 0.42
H 0.746068 -4.424180 -1.036109 0.056 -0.024 0.042 0.25
H 1.398713 -3.407674 -2.338958 0.006 0.011 -0.006 0.25
H 0.944108 2.033698 -4.097470 0.054 -0.014 -0.016 0.26
H -0.754634 2.464533 -4.360366 0.004 0.027 -0.077 0.48
H -0.314853 0.904033 -3.653662 -0.048 -0.024 0.031 0.00
H 2.200209 3.536326 -2.115563 -0.006 -0.008 0.022 -0.02
H 1.377302 4.309514 -0.765801 -0.013 0.017 0.036 0.21
H 1.026243 4.827346 -2.420144 0.010 0.042 -0.024 0.45
H -2.628989 3.271937 -1.741305 -0.093 -0.057 -0.008 0.35
H -1.846233 4.300901 -2.927731 0.062 0.031 -0.070 0.50
H -1.641885 4.633382 -1.218523 -0.010 0.019 0.051 0.34
H -3.003759 1.437093 -0.619383 0.014 0.015 -0.041 0.81
H -5.363592 1.665189 0.121796 -0.012 -0.001 -0.013 0.41
H -5.869907 1.963463 2.521702 -0.031 0.004 0.013 0.40
H -4.029836 2.050347 4.170694 -0.010 0.004 0.033 0.43
H -1.683566 1.906797 3.411027 -0.004 0.009 0.020 0.46
H -1.057591 4.341174 0.871757 -0.028 0.008 -0.003 0.30
H 0.073406 6.263375 1.923130 -0.007 0.015 0.000 0.42
H 2.100564 5.902608 3.294273 0.004 0.007 0.004 0.37
H 2.986850 3.619207 3.612272 0.013 -0.007 0.010 0.42
H 1.830727 1.682222 2.542642 -0.002 -0.011 0.025 0.46
H 2.378557 -1.644703 1.247104 -0.030 -0.053 -0.010 0.31
H 3.882197 -3.567874 1.573214 0.037 -0.005 0.006 0.50
H 2.948429 -5.813543 2.057682 0.007 -0.002 0.002 0.36
H 0.498672 -6.122304 2.186942 -0.008 -0.007 0.002 0.38
H -1.007962 -4.207840 1.798184 0.013 -0.013 0.002 0.37
H -0.783650 -1.860000 3.766771 0.016 0.001 0.017 0.49
H -2.745820 -1.961147 5.265695 -0.005 -0.001 0.010 0.40
H -5.029057 -1.812351 4.325570 -0.005 0.003 0.001 0.38
H -5.343073 -1.534900 1.887239 -0.013 0.002 0.001 0.44
H -3.370710 -1.416702 0.397276 0.005 0.003 0.002 0.74
F 6.748473 -1.090818 -4.473785 -0.060 0.037 0.066 -0.33
C 5.942046 -0.568304 -3.540348 -0.021 0.040 -0.010 0.76
C 5.777911 -1.207764 -2.325686 -0.021 0.069 -0.049 0.17
F 6.424522 -2.358014 -2.087647 -0.014 0.023 -0.006 -0.34
C 4.946627 -0.652731 -1.369089 0.019 0.014 -0.037 0.34
F 4.812707 -1.336464 -0.222376 -0.035 0.034 -0.005 -0.37
C 4.257880 0.534754 -1.577585 0.055 -0.018 -0.094 -0.27
Se 3.042205 1.219599 -0.263142 0.198 0.129 0.090 -0.34
C 4.452631 1.151940 -2.805485 0.102 -0.071 -0.001 0.25
F 3.818452 2.288556 -3.112805 -0.021 -0.004 0.031 -0.42
C 5.277009 0.621390 -3.780358 0.061 -0.133 0.072 0.19
F 5.434652 1.239861 -4.957174 -0.012 0.001 0.009 -0.34
N 2.155309 -1.045022 -3.589949 0.094 -0.059 -0.100 -0.83
C 1.757175 -0.625164 -2.586896 -0.296 0.266 0.090 0.20
```
Positions in Å, forces in eV/Å.

Computed properties:
Largest force on an atom in hartree/bohr: 0.015
Energy in eV: -160773.24596
Relative energy (zero: lowest compared OMol25 entry of this formula, charge and spin) in kcal per mole: 2.0
Net charge: -1